(1)
{
  "formula": "CH3ClN2S",
  "method": "ωB97M-V/def2-TZVPD",
  "gap_ev": [7.43, 7.43],
  "charge": 0,
  "e_homo_ev": [-8.8787, -8.8801],
  "smiles": "[H]/N=C\\Cl.N=S",
  "de_lowest_ev": 2.163,
  "elements": ["C", "N", "N", "S", "Cl", "H", "H", "H"],
  "xyz": [[-0.47189, 1.64735, -0.71918], [0.54282, 1.05097, -0.37338], [0.81980, -1.95750, 0.91376], [-0.59345, -2.34047, 1.43789], [-1.79424, 0.98106, -1.67948], [0.59715, 0.16564, -0.68197], [-0.66032, 2.69784, -0.48467], [1.56014, -2.24490, 1.58703]]
}

(2)
{
  "formula": "CH3ClNO2S",
  "method": "ωB97M-V/def2-TZVPD",
  "gap_ev": 7.52,
  "charge": -1,
  "e_homo_ev": -3.7806,
  "de_lowest_ev": 1.638,
  "elements": ["C", "N", "O", "O", "S", "Cl", "H", "H", "H"],
  "xyz": [[-0.29216, -0.86602, 0.73728], [-0.49862, 0.01767, -0.36487], [0.92570, 1.68790, -1.84435], [0.74935, 2.08811, 0.64530], [1.05390, 1.11595, -0.49824], [-1.08417, -0.86913, -1.72280], [0.66543, -1.42212, 0.61640], [-0.30230, -0.12995, 1.58873], [-1.21713, -1.62242, 0.84256]]
}

(3)
{
  "formula": "CH3ClNO4S2",
  "method": "ωB97M-V/def2-TZVPD",
  "gap_ev": 9.81,
  "charge": -1,
  "e_homo_ev": -6.2033,
  "elements": ["C", "S", "O", "O", "N", "S", "O", "O", "Cl", "H", "H", "H"],
  "xyz": [[-0.81140, -1.22143, 0.98311], [-0.18134, -0.80369, -0.62229], [0.18004, -2.05117, -1.21029], [-1.19929, -0.11325, -1.34298], [1.18307, 0.01880, -0.36003], [0.98832, 1.57860, -0.17304], [2.26266, 2.14700, 0.02190], [0.01929, 1.92198, 0.80461], [0.36485, 2.38907, -1.96127], [-0.32326, -2.12438, 1.32190], [-0.60038, -0.37975, 1.63309], [-1.88256, -1.36180, 0.90529]]
}

(4)
{
  "formula": "CH3ClO3S",
  "method": "ωB97M-V/def2-TZVPD",
  "gap_ev": [7.14, 7.93],
  "spin_multiplicity": 3,
  "s_squared": 2.01,
  "charge": 0,
  "e_homo_ev": [-6.6999, -11.4787],
  "de_lowest_ev": 0.000,
  "elements": ["C", "O", "O", "O", "S", "Cl", "H", "H", "H"],
  "xyz": [[0.95854, 0.19380, 0.36498], [-1.81966, -1.01883, 1.27357], [-1.36858, -1.03330, -1.15809], [1.50166, -0.31691, -0.74988], [-1.22513, -0.44465, 0.10479], [-1.90166, 1.53060, -0.16484], [0.91123, 1.35090, 0.44603], [1.10503, -0.54584, 1.27297], [1.83858, 0.28423, -1.38953]]
}

(5)
{
  "formula": "CH3ClOS2",
  "method": "ωB97M-V/def2-TZVPD",
  "gap_ev": 9.37,
  "charge": 0,
  "e_homo_ev": -9.3817,
  "smiles": "OC(=S)S.Cl",
  "de_lowest_ev": 0.000,
  "elements": ["C", "H", "H", "H", "O", "S", "S", "Cl"],
  "xyz": [[0.77642, 0.14378, 0.09988], [-2.97828, -0.27469, 0.47316], [1.93834, -1.82517, -0.32011], [1.65516, 1.83769, -0.14238], [0.79578, 1.47867, 0.12594], [2.32704, -0.54585, -0.41760], [-0.54825, -0.70045, 0.50789], [-3.96620, -0.11398, -0.32679]]
}

(6)
{
  "formula": "CH3ClOS2",
  "method": "ωB97M-V/def2-TZVPD",
  "gap_ev": [7.01, 6.98],
  "charge": 0,
  "e_homo_ev": [-10.0181, -9.9603],
  "de_lowest_ev": 3.541,
  "elements": ["C", "O", "S", "S", "Cl", "H", "H", "H"],
  "xyz": [[0.99116, 0.03021, 0.01124], [-1.18752, -0.35725, -1.35307], [-2.25849, 2.59872, 0.40879], [-0.82340, -0.34771, 0.03404], [-0.67326, -2.35186, 0.64403], [1.16808, 0.24273, 1.11588], [1.71068, -0.83002, -0.29542], [1.07275, 1.01519, -0.56549]]
}

(7)
{
  "formula": "CH3F2NO2S",
  "method": "ωB97M-V/def2-TZVPD",
  "gap_ev": [9.29, 8.40],
  "charge": 0,
  "e_homo_ev": [-11.3254, -9.4393],
  "de_lowest_ev": 6.233,
  "elements": ["C", "N", "O", "O", "F", "F", "S", "H", "H", "H"],
  "xyz": [[-1.26026, -0.41733, -0.08545], [2.86515, -0.94092, 0.12236], [0.71505, 1.51576, -0.21330], [-1.48264, 2.39685, 0.41455], [2.15738, -1.03829, 1.27215], [1.81192, -1.02257, -0.76233], [-0.72280, 1.42913, -0.37315], [-1.19410, -0.60636, 1.01926], [-2.20645, -0.24672, -0.54496], [-0.68325, -1.06953, -0.84914]]
}

(8)
{
  "formula": "CH3F2NO2S",
  "method": "ωB97M-V/def2-TZVPD",
  "gap_ev": 10.59,
  "charge": 0,
  "e_homo_ev": -11.8530,
  "de_lowest_ev": 0.000,
  "elements": ["C", "N", "O", "O", "F", "F", "S", "H", "H", "H"],
  "xyz": [[-2.08347, -0.11734, 0.41002], [1.69417, 0.13870, -0.33194], [4.16412, 0.13583, -0.79526], [-0.93607, 0.16509, 1.02153], [-2.07914, -1.37660, -0.11983], [-2.33605, 0.69870, -0.64084], [3.12111, 0.01446, 0.20500], [-2.91294, -0.05126, 1.13229], [-0.14620, 0.10382, 0.43624], [1.51446, 0.28859, -1.31721]]
}

(9)
{
  "formula": "CH3F2NS",
  "method": "ωB97M-V/def2-TZVPD",
  "gap_ev": [10.10, 5.86],
  "charge": 0,
  "e_homo_ev": [-11.1910, -9.3585],
  "de_lowest_ev": 4.248,
  "elements": ["C", "N", "F", "F", "S", "H", "H", "H"],
  "xyz": [[0.25618, 0.39920, 0.17627], [2.62331, -1.46082, 0.64267], [3.07436, 1.07330, 0.77535], [2.61753, 0.16801, -1.26434], [3.46686, -0.46142, 0.06975], [1.07673, 0.83455, -0.23358], [-0.11053, 0.50606, 1.31807], [-0.40015, -0.28573, -0.41500]]
}

(10)
{
  "formula": "CH3F2O2PS",
  "method": "ωB97M-V/def2-TZVPD",
  "gap_ev": 9.53,
  "charge": 0,
  "e_homo_ev": -9.7454,
  "de_lowest_ev": 1.047,
  "elements": ["C", "O", "O", "F", "F", "P", "S", "H", "H", "H"],
  "xyz": [[-0.09714, 0.06411, -0.15766], [2.52276, 1.01576, -0.22857], [4.08855, 0.41563, -2.09205], [0.67233, 2.61510, -0.29195], [2.12810, -0.84688, -1.63857], [1.06566, 1.20072, -1.11242], [3.50034, -0.11956, -0.91566], [-0.83430, 0.80081, 0.12648], [-0.35307, -0.60240, -0.87202], [0.48906, -0.39968, 0.72165]]
}

(11)
{
  "formula": "CH3F2OP",
  "method": "ωB97M-V/def2-TZVPD",
  "gap_ev": 10.84,
  "charge": 0,
  "e_homo_ev": -11.0559,
  "de_lowest_ev": 1.804,
  "elements": ["C", "O", "F", "F", "P", "H", "H", "H"],
  "xyz": [[0.11812, -0.22550, 1.11297], [-0.73456, 0.32916, 0.14792], [1.36913, 0.11207, -1.85941], [-1.18891, 1.21386, -1.94565], [-0.72999, -0.12659, -1.38087], [-0.33468, -1.15688, 1.50277], [0.51903, 0.45050, 1.84079], [0.98186, -0.59661, 0.58149]]
}

(12)
{
  "formula": "CH3F2PS",
  "method": "ωB97M-V/def2-TZVPD",
  "gap_ev": 8.60,
  "charge": 0,
  "e_homo_ev": -9.1485,
  "smiles": "C=S.FPF",
  "de_lowest_ev": 2.078,
  "elements": ["C", "F", "F", "P", "S", "H", "H", "H"],
  "xyz": [[-0.25800, -1.87657, -0.54495], [-0.26225, 1.43954, 1.61766], [0.94076, 3.18398, 0.51552], [0.84673, 1.50660, 0.45334], [-1.35866, -2.80232, -1.15092], [-0.29394, 1.62679, -0.36152], [-0.41306, -0.85465, -0.15466], [0.79842, -2.22336, -0.37446]]
}

(13)
{
  "formula": "CH3FIN",
  "method": "ωB97M-V/def2-TZVPD",
  "gap_ev": 9.75,
  "charge": 0,
  "e_homo_ev": -9.9912,
  "de_lowest_ev": 0.956,
  "elements": ["C", "N", "F", "I", "H", "H", "H"],
  "xyz": [[-0.15846, 0.71936, 0.03314], [-1.02484, -0.17716, 0.08443], [0.06472, -2.54567, -0.53534], [-2.91137, 0.44952, 0.04007], [-0.04606, -1.74897, -0.06577], [-0.26260, 1.85634, -0.20706], [0.94229, 0.39510, 0.20868]]
}

(14)
{
  "formula": "CH3FINS",
  "method": "ωB97M-V/def2-TZVPD",
  "gap_ev": 9.33,
  "charge": 0,
  "e_homo_ev": -9.1112,
  "smiles": "C=NSF.I",
  "de_lowest_ev": 0.636,
  "elements": ["C", "N", "F", "S", "I", "H", "H", "H"],
  "xyz": [[-1.91414, -0.76059, -0.32599], [-0.84400, -1.52822, -0.23375], [-0.95977, -3.92048, 0.94562], [-0.00057, -2.72533, 0.13760], [3.05770, 0.09997, -0.13291], [-1.70517, 0.29321, -0.50741], [2.04009, 1.29041, -0.17782], [-2.78330, -0.95068, 0.30721]]
}

(15)
{
  "formula": "CH3FINS",
  "method": "ωB97M-V/def2-TZVPD",
  "gap_ev": 7.59,
  "charge": 0,
  "e_homo_ev": -9.4650,
  "de_lowest_ev": 2.679,
  "elements": ["C", "N", "F", "S", "I", "H", "H", "H"],
  "xyz": [[-0.71674, 0.95807, 0.93690], [0.18622, 0.11672, 0.94513], [-0.65011, -1.19088, -0.10824], [1.57130, -0.31204, 1.44464], [1.65488, -1.34505, -2.79421], [-0.58887, 1.82583, 1.45187], [-1.64677, 0.85187, 0.39495], [0.19010, -0.90453, -2.27104]]
}

(16)
{
  "formula": "CH3FN",
  "method": "ωB97M-V/def2-TZVPD",
  "gap_ev": 5.66,
  "charge": -1,
  "e_homo_ev": -0.2205,
  "elements": ["C", "N", "F", "H", "H", "H"],
  "xyz": [[0.44452, 0.00525, 0.01193], [-0.86872, -0.74073, -0.16166], [-1.82290, 0.20099, 0.03091], [0.93623, 0.08605, -1.05004], [0.21801, 1.08370, 0.40815], [1.09286, -0.63527, 0.76071]]
}

(17)
{
  "formula": "CH3FN2OS",
  "method": "ωB97M-V/def2-TZVPD",
  "gap_ev": [8.21, 8.21],
  "charge": 0,
  "e_homo_ev": [-9.6308, -9.6323],
  "de_lowest_ev": 2.093,
  "elements": ["C", "N", "N", "O", "F", "S", "H", "H", "H"],
  "xyz": [[-1.56601, 0.14212, 0.03759], [-0.41770, -0.42959, -0.23656], [1.25128, 0.12193, 0.69469], [-1.89687, 1.18858, 0.45814], [-2.64265, -0.70101, -0.43306], [2.26527, 0.62264, -0.47326], [-0.22010, -1.36803, -0.15725], [0.96241, 0.95690, 1.22502], [2.26439, -0.53353, -1.11531]]
}

(18)
{
  "formula": "CH3FS2",
  "method": "ωB97M-V/def2-TZVPD",
  "gap_ev": [6.93, 7.17],
  "spin_multiplicity": 3,
  "s_squared": 2.01,
  "charge": 0,
  "e_homo_ev": [-6.6852, -9.8882],
  "de_lowest_ev": 0.000,
  "elements": ["C", "F", "S", "S", "H", "H", "H"],
  "xyz": [[0.09358, 0.09065, 0.26858], [-3.45303, 2.08774, 0.09057], [-0.84907, 1.17687, 1.46240], [-2.88648, 0.82501, 1.09731], [1.10491, 0.02995, 0.56171], [0.19293, 0.46083, -0.72298], [-0.44255, -0.81817, 0.25794]]
}

(19)
{
  "formula": "CH3I2N",
  "method": "ωB97M-V/def2-TZVPD",
  "gap_ev": 8.39,
  "charge": 0,
  "e_homo_ev": -9.0355,
  "smiles": "ICNI",
  "de_lowest_ev": 0.226,
  "elements": ["C", "N", "I", "I", "H", "H", "H"],
  "xyz": [[0.33157, -0.68276, -0.46280], [-0.90181, -0.16011, -1.02397], [2.16465, 0.83359, 0.11832], [-2.31389, 0.77000, 0.11266], [0.76000, -1.33264, -1.17962], [-0.02258, -1.06813, 0.55975], [-0.69416, 0.26151, -1.90139]]
}

(20)
{
  "formula": "CH3I2NO",
  "method": "ωB97M-V/def2-TZVPD",
  "gap_ev": [7.47, 7.03],
  "charge": 0,
  "e_homo_ev": [-8.9922, -8.7281],
  "de_lowest_ev": 2.072,
  "elements": ["C", "N", "O", "I", "I", "H", "H", "H"],
  "xyz": [[0.48816, -0.07198, 0.04973], [2.30418, -2.19006, 2.48089], [0.98190, -1.19684, -0.65236], [1.59860, -2.80531, 0.73142], [4.16235, -1.36937, 2.33903], [1.23184, 0.72006, 0.09140], [0.26692, -0.43840, 1.15937], [-0.48067, 0.07852, -0.56860]]
}

So what do the calculations give for E? Going down the list: -1007.70280 -1103.51626 -1652.25512 -1123.80726 -1371.69388 -1371.56374 -842.81449 -843.04353 -692.36550 -1129.66781 -656.23637 -979.15584 -492.16304 -890.32785 -890.25277 -194.38766 -722.60191 -935.99954 -689.99182 -765.08781 Ha.